[1]
This record from the Open Molecules 2025 dataset describes a structure of composition C15H35HgN6O8 at a distorted geometry. The level of theory is ωB97M-V with the def2-TZVPD basis set.

Each line ends with the Mulliken charge.
Positions of all 65 atoms, in Å:
Hg  1.43  0.98  -0.11  2.052
N  0.00  -1.48  -0.59  1.487
O  -0.38  -2.57  -0.94  -0.610
O  -0.56  -0.39  -0.72  -0.754
O  1.10  -1.34  -0.10  -1.062
C  -3.82  -1.63  -2.67  -0.517
C  -4.94  -0.85  -3.29  0.698
O  -5.36  0.12  -2.64  -0.635
N  -5.46  -1.18  -4.49  -0.222
C  -6.64  -0.53  -5.05  -0.898
H  -3.30  -2.16  -3.47  0.331
H  -4.13  -2.32  -1.89  0.270
H  -3.03  -0.98  -2.29  -0.176
H  -5.10  -2.01  -4.93  0.245
H  -6.62  0.56  -5.02  0.268
H  -7.62  -0.92  -4.78  0.308
H  -6.66  -0.79  -6.11  0.364
C  -0.22  4.68  -1.73  -1.239
C  -0.86  3.37  -1.44  0.639
O  -0.19  2.50  -1.01  -0.542
N  -2.13  3.23  -1.84  -0.125
C  -2.96  2.01  -1.54  -0.417
H  0.46  4.61  -2.57  0.304
H  0.28  5.09  -0.86  0.303
H  -1.08  5.22  -2.14  0.329
H  -2.56  3.94  -2.41  0.219
H  -3.92  2.31  -1.11  0.315
H  -2.36  1.33  -0.94  -0.339
H  -3.17  1.47  -2.47  0.399
C  1.93  -4.90  0.49  -0.694
C  3.10  -4.64  -0.34  0.866
O  3.99  -5.48  -0.65  -0.702
N  3.26  -3.38  -0.78  -0.026
C  4.45  -2.70  -1.38  -0.932
H  1.17  -4.13  0.32  0.084
H  2.24  -4.90  1.54  0.172
H  1.40  -5.81  0.22  0.339
H  2.46  -2.79  -0.62  0.071
H  5.26  -3.39  -1.59  0.355
H  4.84  -1.92  -0.73  0.246
H  4.24  -2.19  -2.32  0.324
C  3.20  -1.71  2.70  -1.012
C  3.57  -0.21  2.57  0.544
O  3.03  0.44  1.72  -0.501
N  4.52  0.22  3.39  -0.201
C  5.05  1.66  3.38  -0.909
H  3.90  -2.22  2.03  0.239
H  2.18  -1.90  2.39  0.221
H  3.40  -1.92  3.75  0.438
H  5.03  -0.33  4.07  0.222
H  6.09  1.76  3.07  0.338
H  4.88  2.21  4.31  0.336
H  4.47  2.27  2.69  0.266
C  -2.12  1.86  1.94  -0.785
C  -0.74  1.80  2.57  0.451
O  0.15  1.34  1.80  -0.567
N  -0.48  2.22  3.77  -0.190
C  0.68  2.05  4.65  -0.752
H  -2.22  2.88  1.57  0.269
H  -2.91  1.51  2.61  0.441
H  -2.17  1.13  1.13  -0.011
H  -1.16  2.74  4.32  0.274
H  0.64  1.21  5.35  0.299
H  0.89  2.95  5.22  0.349
H  1.55  1.99  3.99  0.140

Summary:
highest occupied orbital energy: -10.80 eV
F_max: 6.477 eV Å⁻¹
ΔE to the lowest compared entry with this formula, charge and spin: 320.67 kJ/mol
total charge: +1
E_LUMO: -5.5 eV

[2]
This record from the Open Molecules 2025 dataset describes a cluster of 5 separate species, C27H56N7O8P2S2 in total at a distorted geometry. The level of theory is ωB97M-V with the def2-TZVPD basis set.

Each line ends with the Mulliken charge.
Positions of all 102 atoms, in Å:
C  1.89  -0.04  1.28  -0.395
C  1.07  1.33  0.96  1.139
C  1.88  2.51  1.75  -0.803
C  1.14  1.53  -0.63  -2.026
C  -0.25  2.08  -1.32  1.275
P  -1.27  3.17  -0.15  0.309
S  -2.22  4.65  -0.97  -0.317
C  0.31  3.01  -2.55  -0.217
O  0.72  4.21  -2.37  -0.700
O  0.42  2.50  -3.85  -0.742
N  -1.02  0.96  -1.99  0.161
C  -1.34  -0.15  -1.02  0.405
C  -0.45  -1.48  -1.23  -0.997
C  -0.52  -2.49  0.05  -0.619
C  -1.85  -2.33  0.93  -0.638
C  -3.22  -2.70  0.13  -0.760
C  -4.46  -1.92  0.84  -0.574
C  -5.69  -1.62  -0.16  -0.418
S  -6.98  -0.61  0.78  -0.151
C  -6.24  1.05  1.09  0.354
N  -6.31  2.18  0.21  -0.283
N  -5.66  3.29  0.63  -0.204
C  -5.11  2.88  1.90  0.009
O  -5.48  1.53  2.20  -0.268
P  -2.59  1.48  -2.59  0.364
O  -2.59  2.45  -3.78  -0.687
H  3.01  0.14  1.44  -0.213
H  1.41  -0.60  2.17  0.188
H  1.79  -0.78  0.40  -0.200
H  0.03  1.18  1.41  0.460
H  2.66  2.03  2.44  -0.185
H  2.29  3.32  1.07  0.457
H  1.09  3.01  2.44  0.224
H  1.91  2.37  -0.82  0.657
H  1.56  0.62  -1.21  0.377
H  -0.41  3.72  0.87  -0.001
H  -2.19  2.28  0.54  -0.034
H  -1.37  0.21  0.08  -0.620
H  -2.43  -0.48  -1.24  0.205
H  0.63  -1.29  -1.54  0.343
H  -0.94  -2.08  -2.09  0.398
H  -0.52  -3.58  -0.34  0.392
H  0.42  -2.41  0.72  0.263
H  -1.96  -1.31  1.44  0.223
H  -1.77  -3.10  1.79  0.401
H  -3.16  -2.53  -0.99  0.585
H  -3.41  -3.82  0.34  0.343
H  -4.88  -2.57  1.70  0.297
H  -4.14  -0.93  1.33  0.265
H  -5.31  -0.98  -1.04  0.212
H  -6.21  -2.59  -0.52  0.314
H  -4.48  3.58  2.53  0.373
H  -3.47  2.03  -1.59  0.045
H  -3.27  0.28  -3.07  0.048
C  -3.54  -5.56  3.26  0.032
O  -3.34  -4.41  2.91  -0.502
N  -4.71  -6.24  3.09  0.130
C  -4.87  -7.61  3.53  -0.952
C  -5.82  -5.58  2.44  -0.839
H  -2.76  -6.15  3.76  0.279
H  -5.11  -8.24  2.67  0.340
H  -5.69  -7.66  4.25  0.338
H  -3.96  -7.98  4.00  0.291
H  -5.52  -5.27  1.43  0.219
H  -6.09  -4.69  3.01  0.298
H  -6.68  -6.25  2.37  0.376
C  4.44  2.37  3.88  0.196
O  3.83  1.32  3.84  -0.694
N  5.19  2.80  4.93  0.159
C  5.89  4.07  4.91  -0.921
C  5.31  1.95  6.10  -0.937
H  4.41  3.09  3.04  0.177
H  6.96  3.90  5.03  0.329
H  5.53  4.69  5.74  0.338
H  5.71  4.60  3.98  0.328
H  5.74  0.99  5.81  0.283
H  4.32  1.78  6.52  0.289
H  5.95  2.42  6.85  0.375
C  5.07  -1.29  0.40  0.190
O  4.06  -1.68  -0.17  -0.621
N  6.33  -1.31  -0.12  0.120
C  7.47  -0.83  0.61  -0.919
C  6.52  -1.84  -1.46  -0.938
H  5.03  -0.87  1.42  0.254
H  7.94  -0.01  0.05  0.343
H  8.19  -1.64  0.74  0.344
H  7.18  -0.46  1.60  0.280
H  5.93  -1.26  -2.17  0.300
H  6.18  -2.88  -1.48  0.278
H  7.58  -1.80  -1.74  0.375
C  0.76  2.32  -9.18  0.082
O  0.51  1.19  -9.54  -0.616
N  0.55  2.82  -7.93  0.173
C  0.87  4.19  -7.58  -0.853
C  -0.02  1.96  -6.91  -0.900
H  1.20  3.07  -9.87  0.250
H  1.60  4.19  -6.76  0.305
H  -0.04  4.70  -7.25  0.303
H  1.29  4.72  -8.43  0.309
H  0.63  1.10  -6.77  0.254
H  -1.00  1.60  -7.25  0.280
H  -0.13  2.50  -5.97  0.442

Summary:
highest occupied orbital energy: -4.03 eV
F_max: 6.925 eV Å⁻¹
ΔE to the lowest compared entry with this formula, charge and spin: 619.35 kJ/mol
total charge: -1
E_LUMO: 1.7 eV

[3]
This record from the Open Molecules 2025 dataset describes the molecule C20H35N3O5S. The level of theory is ωB97M-V with the def2-TZVPD basis set.

Each line ends with the Mulliken charge.
Positions of all 64 atoms, in Å:
C  -4.01  2.46  3.64  -2.132
C  -3.69  3.49  2.56  2.196
C  -4.97  4.25  2.22  -1.859
C  -2.61  4.44  3.09  -1.214
C  -2.07  5.39  2.02  -0.643
C  -1.54  4.62  0.82  -1.027
C  -2.63  3.70  0.24  1.737
C  -2.09  3.03  -1.02  -0.426
O  -1.67  3.71  -1.95  -0.698
N  -2.11  1.67  -1.07  -0.017
C  -1.45  0.96  -2.15  -1.608
C  0.01  0.71  -1.85  0.663
C  0.73  0.00  -2.98  -0.651
C  2.16  -0.34  -2.58  -1.372
C  2.16  -1.12  -1.27  1.974
C  1.37  -0.33  -0.23  -1.233
O  0.05  -0.08  -0.66  -0.413
C  1.71  -2.59  -1.36  -1.271
C  2.85  -2.95  -0.39  -0.017
N  3.65  -4.16  -0.53  -0.076
C  3.66  -5.02  -1.58  0.611
O  3.15  -4.84  -2.66  -0.634
C  4.49  -6.29  -1.35  -0.846
S  4.09  -7.22  0.11  1.173
N  2.47  -7.46  -0.02  -0.500
O  4.75  -8.49  -0.01  -0.632
O  4.31  -6.37  1.25  -0.679
C  3.52  -1.60  -0.73  -1.470
C  -3.15  2.76  1.32  -2.173
H  -3.12  1.89  3.91  0.407
H  -4.40  2.94  4.54  0.460
H  -4.77  1.75  3.29  0.403
H  -4.82  5.02  1.46  0.370
H  -5.74  3.57  1.85  0.387
H  -5.37  4.74  3.11  0.446
H  -3.01  5.01  3.93  0.430
H  -1.78  3.84  3.48  0.356
H  -2.85  6.08  1.69  0.346
H  -1.27  6.00  2.44  0.401
H  -1.19  5.29  0.03  0.375
H  -0.69  4.00  1.12  0.347
H  -3.44  4.33  -0.12  0.132
H  -2.27  1.17  -0.22  0.321
H  -1.96  0.01  -2.30  0.425
H  -1.54  1.56  -3.05  0.402
H  0.50  1.67  -1.64  0.286
H  0.18  -0.91  -3.23  0.305
H  0.71  0.64  -3.87  0.411
H  2.66  -0.91  -3.36  0.468
H  2.73  0.59  -2.44  0.361
H  1.29  -0.88  0.71  0.438
H  1.89  0.62  -0.03  0.401
H  0.69  -2.83  -1.03  0.272
H  1.88  -3.01  -2.35  0.469
H  2.49  -2.95  0.64  0.274
H  4.07  -4.51  0.32  0.367
H  4.34  -6.94  -2.20  0.332
H  5.55  -6.06  -1.25  0.356
H  2.23  -8.42  -0.21  0.263
H  1.96  -7.05  0.75  0.266
H  4.24  -1.73  -1.54  0.369
H  3.98  -1.04  0.08  0.346
H  -2.33  2.11  1.65  0.651
H  -3.94  2.11  0.92  0.592

Summary:
highest occupied orbital energy: -9.37 eV
F_max: 0.358 eV Å⁻¹
ΔE to the lowest compared entry with this formula, charge and spin: 16.44 kJ/mol
structure (SMILES): CC1(C)CCC[C@@H](C(=O)NC[C@@H]2CC[C@]3(CO2)C[C@H](NC(=O)CS(N)(=O)=O)C3)C1
E_LUMO: 0.4 eV

[4]
This record from the Open Molecules 2025 dataset describes the ion C4H4N3O4 with charge -1 at a distorted geometry. The level of theory is ωB97M-V with the def2-TZVPD basis set.

Each line ends with the Mulliken charge.
Positions of all 15 atoms, in Å:
C  0.67  -1.43  0.45  -0.822
C  -0.72  -1.25  0.25  0.529
C  0.28  0.83  0.00  0.433
C  -2.11  0.91  -0.13  -0.988
N  1.25  -0.16  0.16  0.241
N  -0.90  0.11  -0.04  0.159
N  2.65  -0.01  -0.03  0.876
O  -1.63  -2.09  0.27  -0.767
O  3.41  -0.97  0.14  -0.659
O  0.43  2.02  -0.08  -0.623
O  3.04  1.00  -0.52  -0.619
H  1.15  -2.33  0.27  0.289
H  -2.95  0.53  0.41  0.377
H  -1.88  2.01  -0.05  0.300
H  -2.66  0.84  -1.11  0.273

Summary:
highest occupied orbital energy: -2.94 eV
F_max: 3.040 eV Å⁻¹
ΔE to the lowest compared entry with this formula, charge and spin: 415.30 kJ/mol
total charge: -1
E_LUMO: 3.7 eV

Among the records above, which one has the lowest F_max?
C20H35N3O5S

The highest highest occupied orbital energy belongs to which entry?
C4H4N3O4

Among the records above, which one has the lowest ΔE to the lowest compared entry with this formula, charge and spin?
C20H35N3O5S